The following is a quantum chemistry calculation of the ion C7H14N3 with charge +1 at a distorted geometry, from the OMol25 dataset.

The geometry in ORCA input format:
```
! wB97M-V def2-TZVPD RIJCOSX def2/J DEFGRID3
* xyz 1 3
C -2.57636 1.20655 0.15580
C 1.11249 -0.57198 0.23830
C -3.15017 -0.00106 -0.27885
C -2.08906 -1.02459 -0.50304
C -1.13815 -1.32503 0.68256
C 1.78446 1.80602 0.18695
C 3.32269 -0.09674 -0.47914
N -2.04124 2.17228 0.42402
N -0.12367 -0.38665 0.79797
N 2.01060 0.40409 -0.12290
H -3.86435 -0.41911 0.48369
H -3.73185 0.14099 -1.22425
H -2.55560 -2.01555 -0.70568
H -1.41935 -0.98826 -1.46079
H -1.66944 -1.51327 1.66877
H -0.69775 -2.30444 0.48308
H 1.57399 1.92336 1.21570
H 2.61366 2.45775 -0.05986
H 0.91287 2.15805 -0.44412
H 3.82285 -0.42818 0.38948
H 3.07867 -0.87307 -1.18549
H 3.98825 0.78193 -0.93166
H 1.27268 -1.61850 -0.28068
H -0.43623 0.51542 0.95012
*
```

Properties
relative energy (zero: lowest compared OMol25 entry of this formula, charge and spin): 0.0 kJ/mol
largest force on an atom: 5.47 eV Å⁻¹
highest occupied orbital energy (spin up / spin down): -10.416 / -14.945 eV
Kohn-Sham gap (spin up / spin down): 7.955 / 7.525 eV